# 1
Density functional theory data (ωB97M-V with the def2-TZVPD basis set) for a cluster of 2 separate species, C5H10O2 in total.

The SMILES is C=C/C(O)=C/C.O. The value obtained for the HOMO-LUMO gap is 8.790 eV. For the LUMO energy, the calculation gives 0.655 eV. For the energy above the lowest of the compared OMol25 structures with the same formula, charge and spin, the calculation gives 2.813 eV.

Last column: Mulliken charge in e.
Cartesian coordinates (Å):
C -0.669 0.983 -3.004  -0.682
C -0.642 1.186 -1.686  -0.322
C 0.086 0.344 -0.699  0.677
O -0.243 0.707 0.580  -0.522
C 0.874 -0.714 -0.952  -0.089
C 1.148 -1.797 0.053  -1.359
H 0.148 0.397 -3.408  0.194
H -1.439 1.334 -3.672  0.252
H -1.150 1.981 -1.146  0.334
H -0.183 -0.029 1.199  0.287
H 1.165 -0.756 -1.992  0.199
H 0.174 -2.212 0.344  0.387
H 1.509 -2.707 -0.435  0.330
H 1.787 -1.496 0.875  0.323
O -0.600 -0.317 4.093  -0.653
H 0.280 -0.224 4.525  0.325
H -0.812 0.559 3.779  0.319

=====

# 2
Density functional theory data (ωB97M-V with the def2-TZVPD basis set) for a structure of composition C5H10O2.

The value obtained for the HOMO-LUMO gap is 8.886 eV. For the LUMO energy, the calculation gives 0.931 eV. For the energy above the lowest of the compared OMol25 structures with the same formula, charge and spin, the calculation gives 5.521 eV.

Last column: Mulliken charge in e.
Cartesian coordinates (Å):
C -2.163 1.282 0.276  -0.755
O -0.841 0.800 0.149  -0.374
C -0.786 -0.561 -0.338  -0.482
C 0.591 -1.196 -0.421  -0.341
C 1.764 -0.495 -1.018  -0.592
C 1.814 -0.543 0.481  0.032
O 1.589 0.513 1.324  -0.595
H -2.669 1.342 -0.701  0.268
H -2.115 2.285 0.707  0.250
H -2.770 0.641 0.935  0.320
H -1.448 -1.168 0.293  0.416
H -1.247 -0.561 -1.347  0.360
H 1.151 -1.691 0.645  0.132
H 2.468 -1.098 -1.599  0.252
H 1.746 0.547 -1.343  0.237
H 2.615 -1.192 0.857  0.375
H 0.657 0.787 1.230  0.499

=====

# 3
Density functional theory data (ωB97M-V with the def2-TZVPD basis set) for a cluster of 2 separate species, C5H10O2 in total.

The SMILES is C=C/C(O)=C/C.O. The value obtained for the HOMO-LUMO gap is 8.385 eV. For the LUMO energy, the calculation gives 0.171 eV. For the energy above the lowest of the compared OMol25 structures with the same formula, charge and spin, the calculation gives 4.218 eV.

Last column: Mulliken charge in e.
Cartesian coordinates (Å):
C 2.539 -1.360 0.527  -0.740
C 1.579 -0.499 0.176  -0.273
C 0.294 -0.809 -0.475  0.441
O -0.664 0.248 -0.384  -0.515
C -0.061 -1.978 -1.069  -0.264
C -1.294 -2.767 -0.760  -0.993
H 2.343 -2.376 0.813  0.365
H 3.543 -0.980 0.331  0.225
H 1.730 0.582 0.259  0.186
H -0.074 0.962 -0.657  0.310
H 0.929 -2.314 -1.370  0.355
H -1.810 -2.188 0.019  0.316
H -1.107 -3.734 -0.291  0.296
H -1.925 -2.781 -1.650  0.291
O -1.617 5.623 1.644  -0.635
H -1.025 5.538 0.888  0.316
H -2.470 5.330 1.334  0.319

=====

# 4
Density functional theory data (ωB97M-V with the def2-TZVPD basis set) for a cluster of 2 separate species, C5H10O2 in total.

The SMILES is C=CC1COC1.O. The value obtained for the HOMO-LUMO gap is 10.974 eV. For the LUMO energy, the calculation gives 0.893 eV. For the energy above the lowest of the compared OMol25 structures with the same formula, charge and spin, the calculation gives 2.771 eV.

Last column: Mulliken charge in e.
Cartesian coordinates (Å):
C -0.414 1.828 -0.899  -0.665
C 0.575 1.256 -0.217  -0.668
C 1.028 -0.173 -0.317  0.549
C 1.011 -0.964 1.008  -0.525
O 0.006 -1.864 0.515  -0.458
C 0.038 -1.254 -0.789  -0.591
H -0.666 2.875 -0.751  0.279
H -1.017 1.284 -1.622  0.222
H 1.142 1.860 0.494  0.264
H 1.995 -0.213 -0.830  0.380
H 0.659 -0.413 1.889  0.304
H 1.947 -1.481 1.255  0.289
H 0.434 -1.941 -1.546  0.272
H -0.960 -0.914 -1.085  0.324
O -2.312 0.127 1.011  -0.661
H -1.905 -0.745 0.918  0.339
H -1.561 0.732 0.966  0.346

=====

# 5
Density functional theory data (ωB97M-V with the def2-TZVPD basis set) for an isolated molecule of C5H10O2.

The SMILES is OC[C@H]1CCOC1. The value obtained for the HOMO-LUMO gap is 10.527 eV. For the LUMO energy, the calculation gives 0.869 eV. For the energy above the lowest of the compared OMol25 structures with the same formula, charge and spin, the calculation gives 1.874 eV.

Last column: Mulliken charge in e.
Cartesian coordinates (Å):
O -1.803 -0.911 -1.286  -0.497
C -0.654 -0.134 -1.590  -0.740
C -0.268 0.527 -0.259  0.234
C -0.303 -0.576 0.849  -0.742
C 0.714 -0.155 1.869  -0.459
O 1.773 0.376 1.096  -0.403
C 1.191 1.031 -0.090  -0.581
H -2.112 -1.349 -2.085  0.297
H 0.179 -0.770 -1.940  0.338
H -0.885 0.571 -2.406  0.363
H -0.994 1.320 -0.032  0.352
H -1.262 -0.824 1.309  0.380
H 0.112 -1.479 0.384  0.285
H 0.952 -1.109 2.359  0.341
H 0.358 0.554 2.640  0.281
H 1.831 0.780 -0.948  0.293
H 1.255 2.108 0.094  0.259

=====

# 6
Density functional theory data (ωB97M-V with the def2-TZVPD basis set) for a cluster of 2 separate species, C5H10O2 in total.

The SMILES is C=CC1COC1.O. The value obtained for the HOMO-LUMO gap is 10.722 eV. For the LUMO energy, the calculation gives 0.848 eV. For the energy above the lowest of the compared OMol25 structures with the same formula, charge and spin, the calculation gives 3.043 eV.

Last column: Mulliken charge in e.
Cartesian coordinates (Å):
C -0.796 1.640 -0.963  -0.696
C 0.293 1.232 -0.306  -0.664
C 0.991 -0.096 -0.427  0.426
C 1.607 -0.669 0.866  -0.565
O 0.935 -1.919 0.696  -0.407
C 0.201 -1.430 -0.430  -0.280
H -1.276 2.581 -0.711  0.241
H -1.288 1.036 -1.722  0.331
H 0.700 1.900 0.455  0.311
H 1.728 -0.082 -1.239  0.376
H 1.296 -0.167 1.795  0.295
H 2.696 -0.786 0.871  0.277
H 0.341 -2.070 -1.308  0.251
H -0.869 -1.359 -0.200  0.096
O -2.476 0.026 1.142  -0.652
H -2.480 -0.262 0.221  0.307
H -1.604 0.426 1.260  0.356

=====

# 7
Density functional theory data (ωB97M-V with the def2-TZVPD basis set) for a cluster of 2 separate species, C5H10O2 in total.

The SMILES is C=CCO.CC=O. The value obtained for the HOMO-LUMO gap is 10.479 eV. For the LUMO energy, the calculation gives 0.805 eV. For the energy above the lowest of the compared OMol25 structures with the same formula, charge and spin, the calculation gives 2.388 eV.

Last column: Mulliken charge in e.
Cartesian coordinates (Å):
C 1.179 1.486 0.342  -0.911
C 0.054 1.183 0.982  0.007
C -1.310 1.257 0.363  -0.388
O -2.053 0.124 0.787  -0.505
H 1.185 1.770 -0.709  0.269
H 2.144 1.455 0.841  0.316
H 0.065 0.883 2.029  0.309
H -1.218 1.302 -0.734  0.258
H -1.807 2.183 0.695  0.357
H -2.963 0.234 0.487  0.284
C 0.056 -1.893 -0.694  -0.844
C 1.475 -1.407 -0.759  0.181
O 1.948 -0.795 -1.689  -0.498
H -0.381 -1.719 0.295  0.218
H -0.545 -1.391 -1.455  0.223
H 0.065 -2.967 -0.884  0.376
H 2.109 -1.704 0.104  0.349

=====

# 8
Density functional theory data (ωB97M-V with the def2-TZVPD basis set) for an isolated molecule of C5H10O2.

The SMILES is CC[C@@H](O)CC=O. The value obtained for the HOMO-LUMO gap is 10.704 eV. For the LUMO energy, the calculation gives 0.841 eV. For the energy above the lowest of the compared OMol25 structures with the same formula, charge and spin, the calculation gives 1.971 eV.

Last column: Mulliken charge in e.
Cartesian coordinates (Å):
C -2.517 -0.549 -0.170  -1.193
C -1.284 0.251 -0.612  -0.442
C 0.051 -0.142 0.073  0.121
O 0.492 -1.373 -0.439  -0.565
C 1.427 0.925 -0.001  -0.829
C 2.608 0.315 0.731  0.220
O 2.668 -0.862 1.068  -0.560
H -3.421 -0.188 -0.683  0.352
H -2.373 -1.608 -0.386  0.292
H -2.680 -0.435 0.905  0.327
H -1.182 0.136 -1.694  0.355
H -1.483 1.301 -0.392  0.311
H -0.145 -0.204 1.153  0.225
H 1.283 -1.561 0.106  0.387
H 1.479 1.977 0.381  0.366
H 1.653 0.998 -1.074  0.299
H 3.425 1.020 1.035  0.332

=====

# 9
Density functional theory data (ωB97M-V with the def2-TZVPD basis set) for a cluster of 2 separate species, C5H10O2 in total.

The value obtained for the HOMO-LUMO gap is 8.882 eV. For the LUMO energy, the calculation gives 0.144 eV. For the energy above the lowest of the compared OMol25 structures with the same formula, charge and spin, the calculation gives 4.528 eV.

Last column: Mulliken charge in e.
Cartesian coordinates (Å):
C -2.423 -0.993 0.743  -1.169
C -1.038 -0.468 1.038  -0.064
O -0.598 0.320 -0.104  -0.140
C 0.308 1.199 0.176  -0.514
C 2.260 -0.573 -0.704  -1.026
C 0.631 2.112 -0.931  0.306
O 1.685 2.295 -1.501  -0.477
H -2.415 -1.639 -0.140  0.312
H -2.791 -1.574 1.594  0.370
H -3.111 -0.163 0.563  0.310
H -1.001 0.191 1.907  0.390
H -0.306 -1.271 1.172  0.278
H 1.900 0.040 0.135  0.259
H 2.687 0.099 -1.450  0.290
H 3.009 -1.257 -0.307  0.328
H 1.429 -1.134 -1.140  0.240
H -0.226 2.816 -1.048  0.306

=====

# 10
Density functional theory data (ωB97M-V with the def2-TZVPD basis set) for a structure of composition C5H10O2.

The value obtained for the HOMO-LUMO gap is 10.595 eV. For the LUMO energy, the calculation gives 1.007 eV. For the energy above the lowest of the compared OMol25 structures with the same formula, charge and spin, the calculation gives 4.083 eV.

Last column: Mulliken charge in e.
Cartesian coordinates (Å):
C 0.211 -1.936 -1.613  -0.704
O 0.729 -0.894 -0.807  -0.356
C -0.307 -0.111 -0.283  0.010
C -0.911 -0.649 1.038  -0.497
O -0.091 0.259 1.800  -0.477
C 0.006 1.043 0.649  0.176
C 1.041 2.124 0.544  -0.996
H -0.402 -2.644 -1.033  0.269
H -0.411 -1.538 -2.431  0.314
H 1.056 -2.477 -2.044  0.254
H -0.978 0.252 -1.067  0.391
H -0.702 -1.684 1.307  0.370
H -1.968 -0.380 1.161  0.256
H -1.081 1.716 0.497  0.100
H 1.755 2.069 -0.283  0.277
H 0.208 2.781 0.319  0.319
H 1.512 2.413 1.490  0.294

=====

# 11
Density functional theory data (ωB97M-V with the def2-TZVPD basis set) for an isolated molecule of C5H10O2.

The SMILES is OC[C@H]1CCCO1. The value obtained for the HOMO-LUMO gap is 11.185 eV. For the LUMO energy, the calculation gives 1.048 eV. For the energy above the lowest of the compared OMol25 structures with the same formula, charge and spin, the calculation gives 2.750 eV.

Last column: Mulliken charge in e.
Cartesian coordinates (Å):
O 2.744 -0.091 -0.790  -0.529
C 1.758 -0.853 -0.134  -0.612
C 0.377 -0.242 -0.291  0.353
C -0.823 -0.991 0.269  -0.742
C -1.831 0.175 0.245  -0.529
C -0.864 1.476 -0.232  -0.538
O 0.362 1.041 0.333  -0.471
H 2.639 0.810 -0.455  0.334
H 1.992 -0.941 0.947  0.313
H 1.786 -1.865 -0.549  0.318
H -0.061 0.071 -1.283  0.231
H -0.629 -1.379 1.275  0.340
H -1.083 -1.838 -0.381  0.324
H -2.074 0.474 1.271  0.282
H -2.788 -0.107 -0.230  0.333
H -1.283 2.326 0.273  0.315
H -0.561 1.876 -1.242  0.278

=====

# 12
Density functional theory data (ωB97M-V with the def2-TZVPD basis set) for a cluster of 2 separate species, C5H10O2 in total.

The SMILES is C/C=C/C=C/O.O. The value obtained for the HOMO-LUMO gap is 8.797 eV. For the LUMO energy, the calculation gives 0.839 eV. For the energy above the lowest of the compared OMol25 structures with the same formula, charge and spin, the calculation gives 2.706 eV.

Last column: Mulliken charge in e.
Cartesian coordinates (Å):
C -2.628 -1.713 -2.484  -1.031
C -1.250 -1.055 -2.313  -0.096
C -0.594 -1.237 -1.157  -0.149
C 0.620 -0.558 -0.769  -0.512
C 0.766 -0.082 0.489  -0.074
O 1.700 0.821 0.865  -0.477
H -2.390 -2.467 -3.242  0.254
H -3.405 -1.052 -2.869  0.319
H -2.948 -2.107 -1.524  0.295
H -0.898 -0.382 -3.082  0.357
H -1.115 -1.806 -0.390  0.232
H 1.298 -0.101 -1.488  0.289
H 0.031 -0.337 1.247  0.300
H 1.861 1.445 0.137  0.292
O 1.303 2.872 4.135  -0.623
H 1.463 2.431 4.984  0.313
H 0.328 2.919 4.214  0.313